{
  "formula": "C2H12O3S2",
  "method": "ωB97M-V/def2-TZVPD",
  "species": ["C", "C", "S", "S", "H", "H", "H", "H", "H", "H", "O", "H", "H", "O", "H", "H", "O", "H", "H"],
  "coordinates": [[-1.15, -0.80, 1.38], [-1.08, 0.70, 0.95], [-0.07, 1.72, 2.21], [1.85, 1.13, 1.73], [-0.30, -0.94, 2.04], [-1.16, -1.48, 0.53], [-2.07, -0.94, 1.95], [-2.11, 1.06, 1.01], [-0.47, 0.97, 0.10], [2.20, 0.04, 2.51], [0.55, -0.27, -2.20], [0.27, -1.15, -1.92], [0.97, -0.28, -3.08], [-2.28, 0.03, -3.25], [-1.40, 0.42, -3.25], [-2.42, -0.05, -4.20], [0.43, -4.03, -2.89], [-0.02, -4.74, -3.35], [0.75, -4.54, -2.13]],
  "nbo_charge": [-0.63, -0.48, 0.05, -0.16, 0.21, 0.21, 0.21, 0.22, 0.24, 0.12, -0.97, 0.49, 0.48, -0.94, 0.48, 0.46, -0.93, 0.47, 0.47],
  "lumo_ev": 0.400,
  "gap_ev": 9.32
}